Entry from the Open Molecules 2025 dataset: a 2-piece molecular cluster, C6H14NO overall in a non-equilibrium geometry (the ωB97M-V functional and the def2-TZVPD basis).

The geometry in XYZ format:
```
22
Properties=species:S:1:pos:R:3:forces:R:3
C -1.333195 0.376620 -0.561560 -0.1 0.2 0.6
O -0.818719 -0.042013 0.642203 -0.7 -0.2 -0.3
C -2.771605 -0.127526 -0.835327 0.0 0.0 -0.2
C -2.868316 -1.644330 -0.870713 0.1 -0.6 -0.2
H -0.688278 0.095793 -1.431204 -0.1 -0.1 0.1
H -1.404662 1.488329 -0.586534 0.0 0.1 -0.2
H -3.134964 0.299182 -1.797638 0.2 -0.2 0.4
H -3.433217 0.234610 -0.046120 0.0 0.2 0.1
H -3.870088 -2.013678 -1.175753 0.4 0.2 0.2
H -2.603789 -2.112767 0.092945 -0.1 0.4 -0.3
H -2.140438 -2.025221 -1.602530 -0.2 0.0 0.1
C 1.675736 1.548601 1.133011 0.6 -0.6 0.2
C 2.468192 0.300478 0.612180 -1.2 0.4 -0.3
C 3.838634 0.253612 0.593649 -0.9 0.3 0.0
N 1.552697 -0.655593 0.184827 1.4 0.3 0.6
H 1.035431 1.214966 1.968589 0.3 0.1 -0.4
H 0.973971 2.004026 0.405817 0.6 -0.5 0.1
H 2.374724 2.297281 1.503945 0.0 0.2 -0.1
H 4.375921 -0.576239 0.133355 -0.1 0.1 0.2
H 4.405575 1.132970 0.910151 -0.2 -0.4 -0.1
H 0.480247 -0.438897 0.468109 0.0 -0.1 -0.3
H 1.886145 -1.610205 0.258599 0.0 0.2 -0.2
```
Forces are in eV/Å.

HOMO level   -3.4100 eV
Molar mass   116.2 g/mol
E_LUMO   4.16 eV
Energy above the lowest of the compared OMol25 structures with the same formula, charge and spin   0.2611 eV
Kohn-Sham gap   0.2781 hartree
Charge   -1

So, what does the Mulliken scheme give us? The charges, in e, come out as: -0.421, -0.817, -0.398, -1.034, 0.238, 0.167, 0.293, 0.288, 0.330, 0.214, 0.269, -0.984, 0.585, -0.991, -0.537, 0.251, 0.163, 0.318, 0.265, 0.240, 0.416, 0.146

Entry from the Open Molecules 2025 dataset: the molecule C4H5N3 (the ωB97M-V functional and the def2-TZVPD basis).

The geometry in XYZ format:
```
12
Properties=species:S:1:pos:R:3:forces:R:3
N 1.601826 -1.404876 -0.251051 0.0 -0.2 -0.1
C 0.371905 -0.985082 -0.084965 0.3 -0.5 -0.3
C 0.061592 0.387630 -0.582131 0.0 -0.1 0.3
N -1.323054 0.388190 -1.008598 -0.1 0.1 0.3
C -1.991679 0.677364 0.049833 -0.2 0.0 -0.3
N -1.279070 0.928932 1.236324 0.3 0.1 -0.2
C -0.050351 0.776807 0.886662 -0.1 0.5 0.2
H 2.298482 -1.024027 -0.892419 -0.1 0.2 0.2
H 1.873693 -2.246454 0.241197 0.0 0.0 -0.3
H 0.731468 0.968337 -1.244715 -0.1 -0.3 0.3
H -3.077222 0.706913 0.065412 0.2 0.0 0.0
H 0.782411 0.826269 1.584451 -0.2 0.1 -0.1
```
Forces are in eV/Å.

HOMO level   -8.6498 eV
Molar mass   95.1 g/mol
E_LUMO   0.28 eV
Energy above the lowest of the compared OMol25 structures with the same formula, charge and spin   3.6369 eV
Kohn-Sham gap   0.3281 hartree
Charge   0

So, what does the Mulliken scheme give us? The charges, in e, come out as: -0.214, -0.874, 0.769, -0.506, -0.021, -0.509, -0.298, 0.224, 0.253, 0.379, 0.397, 0.399

Entry from the Open Molecules 2025 dataset: a 2-piece molecular cluster, C2H6O2P overall in a non-equilibrium geometry (the ωB97M-V functional and the def2-TZVPD basis).

The geometry in XYZ format:
```
11
Properties=species:S:1:pos:R:3:forces:R:3
C 3.332420 0.466452 0.108154 -0.3 -0.5 0.2
C -4.251987 -0.205092 -0.000649 0.7 -0.6 -2.3
O 2.021907 0.162711 -0.289720 -2.3 -0.8 0.0
O -0.333836 -0.629122 -0.423133 -2.4 0.2 -1.3
P 0.843409 -0.775806 0.381280 3.7 0.8 0.8
H 3.470942 0.308462 1.140874 0.4 -0.7 1.2
H 3.562114 1.463627 -0.061721 -0.3 2.2 -0.3
H 4.016805 -0.014110 -0.527084 0.9 -1.3 -0.5
H -4.090107 0.810967 -0.410329 0.0 -0.1 1.2
H -3.877607 -0.745329 0.865678 -0.1 0.7 0.5
H -4.694059 -0.842760 -0.783350 -0.3 0.0 0.5
```
Forces are in eV/Å.

HOMO level   -13.2106 eV
Molar mass   93.0 g/mol
E_LUMO   -9.84 eV
Energy above the lowest of the compared OMol25 structures with the same formula, charge and spin   3.4447 eV
Kohn-Sham gap   0.1238 hartree
Charge   +1

So, what does the Mulliken scheme give us? The charges, in e, come out as: -0.593, 0.039, -0.241, -0.397, 0.406, 0.283, 0.279, 0.272, 0.325, 0.326, 0.301

Entry from the Open Molecules 2025 dataset: the molecule C5H6N2O in a non-equilibrium geometry (the ωB97M-V functional and the def2-TZVPD basis).

The geometry in XYZ format:
```
14
Properties=species:S:1:pos:R:3:forces:R:3
C 2.670254 -0.158944 -0.794687 0.5 2.7 0.5
C 2.293758 -0.830055 0.482492 -1.6 0.5 -0.4
C 1.220093 1.086430 0.370527 1.2 0.4 -2.5
C -2.360784 0.800305 0.281699 -0.1 1.0 -0.2
C -1.311543 1.088670 -0.504516 -0.5 -2.6 -2.8
N 2.213487 1.053571 -0.757860 0.6 -1.4 -0.9
N 1.563746 -0.040619 1.198287 -1.2 -2.2 -0.1
O 0.055258 1.007786 -0.558947 0.9 0.3 2.1
H 3.428825 -0.459285 -1.538838 -0.7 0.0 0.4
H 2.403312 -1.908240 0.601540 0.5 0.4 0.9
H 1.316141 2.043154 0.854710 -0.4 0.2 0.4
H -3.270211 0.592391 -0.259666 0.0 0.3 -0.6
H -2.657750 0.937761 1.306754 1.2 -0.2 0.6
H -1.479965 0.924543 -1.663441 -0.3 0.7 2.4
```
Forces are in eV/Å.

HOMO level   -9.1712 eV
Molar mass   110.1 g/mol
E_LUMO   -0.63 eV
Energy above the lowest of the compared OMol25 structures with the same formula, charge and spin   4.1369 eV
Kohn-Sham gap   0.3138 hartree
Charge   0

So, what does the Mulliken scheme give us? The charges, in e, come out as: -0.011, -0.152, 0.159, -0.671, 0.035, -0.422, -0.482, -0.245, 0.355, 0.353, 0.358, 0.222, 0.311, 0.191

Entry from the Open Molecules 2025 dataset: C5H9NS as an isolated structure in a non-equilibrium geometry (the ωB97M-V functional and the def2-TZVPD basis).

The geometry in XYZ format:
```
16
Properties=species:S:1:pos:R:3:forces:R:3
C 0.411620 -1.014760 -0.151923 -0.7 -0.7 3.0
C -0.725994 -0.435010 -0.987741 0.5 -0.4 -5.3
C -0.723180 1.039356 -0.884528 3.4 2.1 2.2
C -0.448417 1.121994 0.753169 -0.7 1.0 1.7
C -0.422388 -0.456637 1.027383 -1.3 2.0 -0.8
H 2.298980 -1.777384 0.086346 -1.1 5.5 -1.0
H 2.425540 0.257346 0.435901 -3.4 -3.6 -2.1
H 0.480754 -2.157955 -0.056410 -1.0 1.7 -0.7
H -0.749640 -0.648070 -2.112076 -0.2 -0.5 1.5
H 0.313019 1.391316 -1.218841 -1.5 -0.1 -0.4
H -1.543518 1.566402 -1.415955 0.5 -0.3 0.9
H 0.493520 1.727397 1.088986 -1.1 -1.4 -1.2
H -1.187020 1.638290 1.513885 0.7 -1.2 -2.0
H -0.375517 -0.761097 2.040139 0.3 -0.4 0.9
N 1.805040 -0.610611 -0.198748 4.9 -2.5 1.8
S -2.052794 -0.880580 0.080414 0.4 -1.2 1.5
```
Forces are in eV/Å.

HOMO level   -8.5568 eV
Molar mass   115.2 g/mol
E_LUMO   0.63 eV
Energy above the lowest of the compared OMol25 structures with the same formula, charge and spin   4.3701 eV
Kohn-Sham gap   0.3375 hartree
Charge   0

So, what does the Mulliken scheme give us? The charges, in e, come out as: -0.366, -0.003, -0.647, -0.700, -0.379, 0.306, 0.295, 0.315, 0.421, 0.248, 0.333, 0.249, 0.244, 0.569, -0.645, -0.240

Entry from the Open Molecules 2025 dataset: the molecule C23H23F3N4O4 (the ωB97M-V functional and the def2-TZVPD basis).

The geometry in XYZ format:
```
57
Properties=species:S:1:pos:R:3:forces:R:3
C 3.024858 -4.977206 -3.266172 0.1 0.0 0.1
O 1.766148 -4.747184 -3.862434 -0.1 0.0 0.1
C 1.802075 -4.009850 -5.053887 -0.1 0.2 -0.2
C 2.110718 -2.513904 -4.860298 0.2 -0.5 -0.2
N 1.194766 -1.925525 -3.895641 0.2 0.0 -0.1
C -0.087106 -1.675958 -4.345300 -0.3 0.3 0.2
O -0.426359 -1.841599 -5.493523 0.0 -0.1 -0.3
N -0.962444 -1.189799 -3.405460 -0.4 0.0 -0.2
C -0.663311 -1.001497 -2.079002 0.5 0.0 0.4
C -1.616228 -0.537495 -1.175038 0.1 0.0 0.1
C -1.272902 -0.364642 0.156065 0.2 -0.4 -0.2
C 0.015322 -0.669018 0.599711 -0.1 0.0 0.0
C 0.964958 -1.103605 -0.297801 -0.1 0.0 -0.2
C 0.638982 -1.268390 -1.643591 -0.4 0.1 0.2
C 1.649859 -1.734513 -2.597665 0.0 0.1 0.0
O 2.810982 -1.928750 -2.304528 0.0 0.0 0.1
H 1.972080 -1.332434 0.013907 0.1 0.0 0.0
H 0.252867 -0.556101 1.645481 0.0 0.0 0.1
C -2.289023 0.071664 1.166292 -0.1 0.0 -0.2
O -2.593066 -0.638416 2.103131 0.1 -0.2 0.2
N -2.877541 1.278837 0.949024 -0.2 0.0 0.0
C -2.341346 2.313662 0.093655 0.2 0.2 -0.2
H -3.097999 2.611764 -0.641772 0.1 0.0 0.0
H -1.472305 1.927115 -0.438493 -0.1 0.1 0.0
C -1.957441 3.522453 0.984997 0.0 0.0 -0.1
N -1.668374 3.091643 2.330536 -0.2 0.2 -0.1
C -0.424873 2.594770 2.663948 0.5 0.0 0.2
C -0.124733 2.319593 4.004244 0.1 -0.1 0.0
C 1.123428 1.843988 4.362460 -0.1 -0.1 -0.1
C 2.124271 1.648755 3.420165 -0.1 0.0 0.0
C 1.843643 1.950676 2.100068 0.1 0.0 0.2
C 0.598055 2.414295 1.723989 -0.2 0.1 0.0
H 0.430401 2.621590 0.679657 -0.1 0.0 -0.1
H 2.603152 1.810436 1.346409 0.1 0.0 -0.1
H 3.090461 1.274436 3.716167 0.1 0.0 0.0
C 1.414298 1.593836 5.813772 0.1 0.1 0.4
F 2.325337 0.628824 6.007593 0.1 -0.1 -0.2
F 0.326651 1.237232 6.515884 -0.2 0.0 -0.1
F 1.902844 2.694321 6.425734 0.0 0.1 -0.1
H -0.856811 2.491167 4.776823 -0.1 0.0 0.0
C -2.861831 2.600381 2.997359 -0.2 0.0 0.1
H -2.575789 1.934254 3.808684 0.0 0.1 0.0
C -3.732453 1.810582 1.990702 -0.1 -0.2 0.2
H -4.485448 2.448082 1.521475 0.0 0.0 0.0
H -4.224699 0.976038 2.489588 0.0 0.2 0.0
H -3.430003 3.441526 3.410405 0.0 -0.1 0.1
H -1.107358 4.063305 0.570885 -0.1 0.0 0.0
H -2.797294 4.220882 1.048488 0.1 0.0 -0.1
H -2.621184 -0.329219 -1.512519 -0.1 0.1 0.0
H -1.904779 -1.023791 -3.732905 0.2 -0.1 -0.1
H 3.120345 -2.366488 -4.475094 -0.2 0.0 -0.1
H 1.989522 -2.003450 -5.817088 0.1 0.0 0.1
H 0.804539 -4.111329 -5.488528 0.2 0.0 -0.1
H 2.543069 -4.426672 -5.752235 -0.1 0.0 0.0
H 3.732577 -5.390854 -3.994000 0.0 0.0 0.0
H 2.853787 -5.703744 -2.474190 0.1 0.0 0.0
H 3.442707 -4.064674 -2.830134 0.0 -0.1 -0.1
```
Forces are in eV/Å.

HOMO level   -8.2989 eV
Molar mass   476.5 g/mol
E_LUMO   -0.07 eV
Energy above the lowest of the compared OMol25 structures with the same formula, charge and spin   0.0000 eV
Kohn-Sham gap   0.3023 hartree
Charge   0

So, what does the Mulliken scheme give us? The charges, in e, come out as: -0.669, -0.344, -0.507, -1.227, 0.101, 0.360, -0.658, -0.116, 0.390, -0.455, 0.308, -0.795, -1.136, 0.796, 0.813, -0.690, 0.524, 0.713, 0.046, -0.660, 0.121, -0.547, 0.385, 0.367, -1.151, 0.031, 0.923, -0.340, 0.054, -0.800, -0.991, -0.448, 0.304, 0.441, 0.455, 0.855, -0.278, -0.276, -0.260, 0.541, -0.824, 0.459, -0.995, 0.362, 0.437, 0.319, 0.475, 0.394, 0.419, 0.246, 0.499, 0.431, 0.409, 0.366, 0.319, 0.228, 0.276